122
Properties=species:S:1:pos:R:3:forces:R:3:lowdin_spin:R:1 method="wB97M-V/def2-TZVPD" total_energy_ha=-3393.8528 spin_multiplicity=2 e_homo_ev="-9.46 / -9.46"
O -9.4707 -15.8764 -17.6671 -3.1 -0.4 -2.8 0.000
C -10.4627 -16.1005 -18.4091 4.4 -1.7 2.5 0.000
O -11.5374 -15.4266 -18.4478 -2.1 1.6 -0.1 0.000
B -12.5627 -16.0384 -19.2966 -0.6 -1.3 -0.6 0.000
O -11.9831 -17.3574 -19.7030 2.0 0.3 1.1 0.000
C -10.7111 -17.4182 -19.2389 1.4 -4.0 -0.3 0.000
O -9.9755 -18.4551 -19.3078 -2.6 5.1 0.3 0.000
O -12.7915 -15.3215 -20.5475 4.8 -0.3 1.7 0.000
C -13.9826 -15.1682 -20.7897 -4.7 2.6 -4.4 0.000
O -14.3339 -14.5328 -21.8204 -0.5 -1.9 3.2 0.000
C -14.8284 -15.8458 -19.6642 -3.2 -0.9 -0.3 0.000
O -13.9479 -16.2343 -18.7260 0.2 0.8 -0.8 0.000
O -16.0714 -16.0245 -19.7011 4.5 1.1 0.5 0.000
O -14.2794 -18.9843 -20.5351 -0.1 0.2 -0.8 0.000
H -14.3970 -18.6730 -19.6376 -0.3 -0.1 0.7 0.000
H -13.3340 -18.9471 -20.6801 0.2 -0.1 0.0 0.000
O -14.4358 -12.0086 -23.0048 0.1 0.3 -0.4 0.000
H -14.5432 -12.7138 -22.3666 0.0 -0.3 0.1 0.000
H -13.9436 -11.3342 -22.5367 0.0 0.3 0.0 0.000
O -16.0892 -14.1053 -24.3298 -0.4 -0.3 -0.3 0.000
H -15.5408 -14.3427 -23.5821 0.2 -0.1 0.2 0.000
H -16.0742 -13.1483 -24.3441 0.2 0.3 0.0 0.000
C -11.6568 -21.4524 -19.1485 -1.6 -2.3 0.8 0.000
O -12.4032 -22.4240 -19.1027 -0.1 0.3 0.3 0.000
N -11.0654 -20.8668 -18.1440 1.3 0.2 5.5 0.000
N -11.3370 -20.7786 -20.1858 0.2 1.4 -6.2 0.000
H -11.3638 -21.1843 -17.2328 0.6 -0.1 -0.1 0.000
H -10.2615 -20.2598 -18.2181 -0.4 -0.2 0.0 0.000
H -10.6229 -20.0650 -20.1571 -0.4 -0.1 -0.3 0.000
H -11.7924 -21.0685 -21.0394 0.5 0.1 -0.1 0.000
C -10.3242 -11.5371 -18.9057 -0.4 0.8 0.7 0.000
O -10.9753 -10.5561 -19.1667 -1.4 1.8 -0.7 -0.001
N -10.5584 -12.2189 -17.7971 -1.0 -2.1 2.0 0.004
N -9.2648 -11.9368 -19.5847 1.2 -0.5 -1.1 0.001
H -10.1662 -13.1406 -17.6675 -0.1 0.2 0.3 0.000
H -11.3468 -11.9767 -17.2141 0.3 -0.1 -0.2 0.000
H -8.9740 -11.2582 -20.2739 0.2 -0.8 -0.4 0.000
H -9.1000 -12.9333 -19.5832 0.7 0.4 -0.5 0.000
C -17.3724 -12.3308 -21.1918 0.6 1.8 -1.6 0.000
O -16.3482 -11.7725 -20.8100 0.6 0.3 1.0 0.004
N -17.5435 -13.6328 -21.2089 -0.6 -2.9 1.0 0.000
N -18.3926 -11.7360 -21.8689 -0.6 0.2 0.3 0.000
H -16.8066 -14.2866 -20.9862 -0.1 0.1 0.1 0.000
H -18.4970 -13.9542 -21.1213 0.4 -0.4 -0.2 0.000
H -19.0734 -12.4174 -22.1727 -0.1 0.9 -0.4 0.000
H -18.5171 -10.7476 -22.0352 0.2 -0.4 0.3 0.000
C -14.9204 -11.9511 -17.4590 -0.9 -0.4 3.3 0.068
O -14.7940 -11.5232 -16.3342 -0.4 0.5 0.4 0.065
N -15.6969 -12.9306 -17.8685 -0.9 -1.2 0.4 0.289
N -14.1357 -11.5662 -18.4104 3.6 1.9 -3.2 0.534
H -15.6451 -13.2071 -18.8386 -1.0 -0.3 -0.2 0.004
H -16.0805 -13.4172 -17.0709 -0.8 -1.0 -0.4 0.005
H -13.3204 -11.0413 -18.1274 0.6 0.5 -0.2 0.010
H -14.2490 -11.7429 -19.3984 -0.6 0.2 -0.6 0.010
C -17.9628 -16.9338 -16.2849 0.3 2.0 0.4 0.000
O -18.0968 -15.7261 -16.0604 -0.3 0.3 -0.2 0.000
N -17.3846 -17.4289 -17.3544 1.0 -0.3 -2.6 0.000
N -18.3776 -17.8514 -15.4388 -1.0 -1.7 2.5 0.000
H -16.7931 -18.2469 -17.3217 -0.1 0.0 -0.1 0.000
H -17.1624 -16.7727 -18.0893 0.2 -0.2 0.2 0.000
H -18.1133 -18.8199 -15.5494 -0.3 0.3 0.0 0.000
H -18.6979 -17.5266 -14.5376 0.1 -0.2 -0.2 0.000
C -9.2249 -16.8867 -23.2233 4.4 0.5 -2.8 0.000
O -8.1550 -16.3049 -23.4815 -1.4 -0.3 0.5 0.000
N -10.1065 -16.5323 -22.3491 -1.7 1.4 2.9 0.000
N -9.6247 -17.9690 -23.8749 -0.4 -2.5 -1.5 0.000
H -10.9067 -17.1485 -22.3447 -0.5 1.3 0.7 0.000
H -10.0050 -15.5628 -22.0846 -0.9 -0.3 0.4 0.000
H -10.4627 -18.4398 -23.5647 0.3 -0.1 -0.6 0.000
H -9.1638 -18.2691 -24.7221 0.0 0.0 0.5 0.000
C -14.0954 -19.1817 -17.0546 1.8 -0.1 2.4 0.000
O -14.9569 -18.8444 -17.7832 -2.4 1.4 -3.4 0.000
N -12.8444 -18.7665 -16.9217 3.1 2.2 -1.4 0.000
N -14.3048 -19.9476 -16.0212 -2.1 -3.4 3.4 0.000
H -12.2803 -19.0862 -16.1473 -0.1 0.3 -0.5 0.000
H -12.3921 -18.1867 -17.6140 -0.3 -0.5 0.2 0.000
H -13.5463 -20.3427 -15.4841 -0.5 0.0 -0.1 0.000
H -15.2326 -20.3120 -15.8583 0.3 -0.1 -0.1 0.000
C -6.6342 -17.4735 -16.0860 1.0 -2.8 2.0 0.000
O -5.8538 -17.9360 -15.2847 1.6 0.0 0.8 0.000
N -6.5535 -16.2893 -16.6223 -0.3 3.3 -1.8 0.000
N -7.6832 -18.2186 -16.4430 -2.6 -0.2 -1.4 0.000
H -5.7912 -15.6513 -16.4432 -0.2 -0.5 0.2 0.000
H -7.2834 -16.0081 -17.2612 0.3 0.2 0.1 0.000
H -7.7095 -19.2230 -16.3398 0.3 0.5 0.2 0.000
H -8.3464 -17.7575 -17.0494 -0.2 -0.6 -0.1 0.000
C -9.7607 -14.1261 -14.3380 0.4 -0.1 -0.7 0.000
C -8.2445 -13.9225 -14.5851 -1.4 -0.1 -0.3 0.000
C -7.9873 -12.9097 -15.7419 0.3 -0.7 0.2 0.000
O -7.7039 -13.4917 -13.3518 0.4 0.8 -0.5 0.000
H -10.2752 -13.2011 -14.0776 0.2 0.4 -0.1 0.000
H -9.9725 -14.7744 -13.4878 0.2 -0.4 -0.3 0.000
H -10.2071 -14.4824 -15.2664 -0.2 -0.3 0.1 0.000
H -7.7260 -14.8559 -14.8041 -0.3 -0.1 -0.1 0.000
H -8.3409 -11.9033 -15.5180 0.4 0.2 0.4 0.000
H -8.4754 -13.0916 -16.6994 -0.1 -0.7 0.3 0.000
H -6.9245 -12.9630 -15.9780 0.1 0.6 0.2 0.000
H -8.0277 -12.5880 -13.3577 0.3 0.4 0.9 0.000
C -12.9670 -15.2831 -15.2826 1.0 0.2 -1.2 0.000
C -14.4262 -15.1388 -15.0652 0.6 -1.5 1.1 0.003
C -14.9574 -16.4260 -14.5346 -1.2 -0.4 0.0 0.001
O -14.6165 -14.1974 -14.0558 -0.4 1.6 -0.3 0.000
H -12.6289 -14.4215 -15.8583 0.5 0.2 0.2 0.000
H -12.7950 -16.1395 -15.9345 0.0 -0.1 0.0 0.000
H -12.3585 -15.4281 -14.3899 -0.3 0.2 0.1 0.000
H -14.8994 -14.9678 -16.0321 -0.3 0.6 -0.2 0.001
H -14.7377 -17.1978 -15.2723 -0.2 -0.5 0.5 0.000
H -16.0315 -16.3206 -14.3819 -0.3 -0.2 -0.5 0.000
H -14.6306 -16.5890 -13.5076 0.8 -0.3 -0.3 0.000
H -15.5594 -14.0173 -14.0456 -0.2 0.2 0.4 0.000
C -7.2400 -20.1035 -20.0322 0.6 -1.3 -0.3 0.000
C -6.3884 -21.3194 -19.5915 -1.1 -0.3 0.4 0.000
C -7.1838 -22.5812 -19.5381 -1.1 -0.2 -0.6 0.000
O -5.2829 -21.5227 -20.4104 1.2 1.3 -0.6 0.000
H -8.1946 -20.1821 -19.5120 0.2 0.4 0.3 0.000
H -7.4909 -20.1603 -21.0914 0.3 0.3 -0.2 0.000
H -6.6379 -19.2403 -19.7486 -0.6 0.4 -0.3 0.000
H -6.1824 -21.0249 -18.5624 1.0 -0.3 0.3 0.000
H -7.4511 -22.8350 -20.5638 -0.2 -0.1 -0.2 0.000
H -8.1107 -22.3546 -19.0113 -0.1 -0.5 0.2 0.000
H -6.6857 -23.4686 -19.1475 0.1 0.3 0.4 0.000
H -5.0069 -22.4306 -20.5557 -0.5 -0.1 0.5 0.000